Here is C12H13N2P in the gas phase from the Open Molecules 2025 dataset. Energies are from ωB97M-V/def2-TZVPD.

Properties
molecular weight	216.2	u
multiplicity	1
strongest force on any atom	4.16	eV Å⁻¹
energy relative to the best compared isomer or geometry (same formula, charge and spin)	78.9	kcal/mol
SMILES	[H]/N=N/P(c1ccccc1)[C@@H]1C=CC=CC1

Element x y z (Å)
H (-0.72, -4.16, 0.83)
N (-0.74, -3.18, 0.27)
N (0.33, -2.57, 0.02)
P (0.39, -1.24, -1.05)
C (1.88, -0.38, -0.56)
C (2.94, -1.14, 0.02)
C (4.02, -0.48, 0.64)
C (4.09, 0.94, 0.53)
C (3.09, 1.70, -0.15)
C (2.03, 0.98, -0.72)
C (-1.05, -0.12, -0.49)
C (-1.18, 0.53, 0.90)
C (-2.31, 1.14, 1.16)
C (-3.38, 1.10, 0.22)
C (-3.45, 0.16, -0.74)
C (-2.37, -0.81, -0.98)
H (2.83, -2.17, 0.29)
H (4.88, -0.96, 1.01)
H (4.98, 1.36, 0.95)
H (3.44, 2.71, -0.29)
H (1.19, 1.52, -1.12)
H (-0.91, 0.79, -1.25)
H (-0.38, 0.51, 1.65)
H (-2.12, 1.87, 2.03)
H (-4.29, 1.78, 0.26)
H (-4.24, 0.31, -1.36)
H (-2.25, -1.20, -2.08)
H (-2.35, -1.92, -0.47)



Here is HKLiO2 as an isolated structure from the Open Molecules 2025 dataset. Energies are from ωB97M-V/def2-TZVPD.

Properties
molecular weight	79.0	u
multiplicity	2
strongest force on any atom	16.65	eV Å⁻¹
energy relative to the best compared isomer or geometry (same formula, charge and spin)	65.7	kcal/mol

Element x y z (Å)
O (-0.39, 0.00, -0.22)
O (-0.51, -1.12, -0.38)
K (-2.00, 1.20, 1.09)
Li (-2.12, -1.76, 0.35)
H (1.77, 1.59, -1.54)



Here is C4H8S in the gas phase from the Open Molecules 2025 dataset. Energies are from ωB97M-V/def2-TZVPD.

Properties
molecular weight	88.2	u
multiplicity	1
strongest force on any atom	3.39	eV Å⁻¹
energy relative to the best compared isomer or geometry (same formula, charge and spin)	18.8	kcal/mol
SMILES	C[C@H]1S[C@@H]1C

Element x y z (Å)
C (-1.69, -0.64, 0.85)
C (-0.33, -0.78, 0.04)
S (-0.40, -0.44, -1.74)
C (0.31, 0.57, -0.37)
C (1.81, 0.80, -0.34)
H (-2.16, 0.23, 0.39)
H (-1.70, -0.62, 1.94)
H (-2.26, -1.48, 0.59)
H (0.24, -1.64, 0.28)
H (-0.32, 1.44, -0.43)
H (2.08, 0.65, -1.43)
H (2.36, -0.02, 0.32)
H (2.06, 1.92, -0.10)



Here is C3H5CsO3 as an isolated structure from the Open Molecules 2025 dataset. Energies are from ωB97M-V/def2-TZVPD.

Properties
net charge	+1
molecular weight	222.0	u
multiplicity	2
strongest force on any atom	5.94	eV Å⁻¹
energy relative to the best compared isomer or geometry (same formula, charge and spin)	102.6	kcal/mol

Element x y z (Å)
H (0.19, -3.97, -1.13)
O (0.88, -2.45, -0.03)
C (1.06, -3.41, -0.75)
H (2.05, -3.58, -1.21)
O (-0.54, -0.48, -0.52)
Cs (-1.15, -1.20, 2.79)
O (-1.14, 0.97, -0.27)
C (-0.20, 1.96, -0.05)
C (-0.57, 3.16, 0.38)
H (0.82, 1.65, -0.29)
H (0.20, 3.93, 0.50)
H (-1.61, 3.41, 0.58)



Here is C21H17NO4 in the gas phase from the Open Molecules 2025 dataset. Energies are from ωB97M-V/def2-TZVPD.

Properties
molecular weight	347.4	u
multiplicity	1
strongest force on any atom	0.66	eV Å⁻¹
energy relative to the best compared isomer or geometry (same formula, charge and spin)	52.4	kcal/mol
SMILES	COc1ccccc1C(=O)Oc1ccccc1C(=O)Nc1ccccc1

Element x y z (Å)
C (-3.31, -0.44, -1.87)
O (-2.07, -0.83, -1.33)
C (-2.04, -1.69, -0.30)
C (-3.17, -2.26, 0.28)
C (-3.06, -3.13, 1.35)
C (-1.82, -3.45, 1.88)
C (-0.69, -2.89, 1.32)
C (-0.78, -2.02, 0.24)
C (0.45, -1.44, -0.34)
O (0.56, -0.95, -1.44)
O (1.48, -1.49, 0.53)
C (2.73, -1.03, 0.11)
C (3.65, -1.96, -0.34)
C (4.93, -1.55, -0.68)
C (5.28, -0.22, -0.57)
C (4.36, 0.71, -0.12)
C (3.07, 0.32, 0.21)
C (2.10, 1.36, 0.72)
O (2.31, 1.97, 1.74)
N (1.04, 1.53, -0.11)
C (-0.08, 2.35, 0.06)
C (-0.24, 3.21, 1.14)
C (-1.38, 3.98, 1.23)
C (-2.37, 3.91, 0.26)
C (-2.21, 3.05, -0.82)
C (-1.07, 2.27, -0.92)
H (-3.87, -1.30, -2.26)
H (-3.08, 0.23, -2.69)
H (-3.93, 0.08, -1.13)
H (-4.16, -2.03, -0.10)
H (-3.96, -3.56, 1.78)
H (-1.74, -4.13, 2.71)
H (0.29, -3.12, 1.72)
H (3.36, -3.00, -0.41)
H (5.64, -2.28, -1.03)
H (6.28, 0.10, -0.83)
H (4.63, 1.75, -0.02)
H (1.00, 0.94, -0.93)
H (0.53, 3.27, 1.89)
H (-1.50, 4.65, 2.07)
H (-3.26, 4.52, 0.34)
H (-2.97, 2.99, -1.58)
H (-0.94, 1.59, -1.75)



Here is a 4-piece molecular cluster, C27H49N8O5PS2 overall from the Open Molecules 2025 dataset. Energies are from ωB97M-V/def2-TZVPD.

Properties
molecular weight	660.8	u
multiplicity	1
strongest force on any atom	8.69	eV Å⁻¹
energy relative to the best compared isomer or geometry (same formula, charge and spin)	428.4	kcal/mol
SMILES	N=P(O)(O)c1cnc2cc(CCCSC(=S)n3ccnc3)ccc2n1.COC[C@@H](C)N.COC[C@@H](C)N.COC[C@@H](C)N

Element x y z (Å)
N (5.43, 4.38, 0.42)
P (4.15, 4.51, 1.43)
O (3.85, 6.23, 1.77)
O (4.45, 3.70, 2.94)
C (2.51, 3.85, 0.64)
C (1.13, 4.64, 0.97)
N (-0.25, 4.28, 0.49)
C (-0.15, 3.05, -0.36)
C (-1.58, 2.44, -0.97)
C (-1.71, 1.11, -1.92)
C (-3.25, 0.64, -2.39)
C (-3.72, -0.52, -1.33)
C (-4.80, 0.03, -0.19)
S (-3.97, 0.89, 1.26)
C (-4.47, 2.69, 1.39)
S (-3.28, 3.78, 2.04)
N (-5.80, 3.30, 1.02)
C (-6.65, 3.22, -0.23)
C (-8.01, 4.15, 0.06)
N (-7.90, 4.80, 1.45)
C (-6.58, 4.24, 1.93)
C (-0.33, 0.35, -2.35)
C (1.12, 0.93, -1.76)
C (1.21, 2.25, -0.76)
N (2.57, 2.65, -0.26)
H (5.73, 5.39, 0.28)
H (3.32, 6.32, 2.62)
H (3.61, 3.31, 3.33)
H (1.21, 5.59, 1.69)
H (-2.59, 3.00, -0.69)
H (-3.91, 1.60, -2.32)
H (-3.21, 0.28, -3.52)
H (-2.75, -0.93, -0.80)
H (-4.19, -1.45, -1.91)
H (-5.67, 0.62, -0.69)
H (-5.29, -0.96, 0.25)
H (-6.40, 2.61, -1.20)
H (-8.93, 4.33, -0.66)
H (-6.29, 4.63, 3.00)
H (-0.41, -0.60, -3.04)
H (2.08, 0.32, -2.09)
C (-0.05, -4.68, -3.86)
O (0.62, -3.51, -3.41)
C (1.87, -3.76, -2.75)
C (3.07, -3.95, -3.71)
C (3.10, -5.33, -4.38)
N (3.09, -2.92, -4.76)
H (0.09, -5.52, -3.18)
H (0.28, -4.93, -4.87)
H (-1.12, -4.45, -3.91)
H (2.06, -2.87, -2.15)
H (1.77, -4.60, -2.05)
H (3.98, -3.86, -3.12)
H (2.35, -5.43, -5.17)
H (4.08, -5.50, -4.84)
H (2.94, -6.12, -3.65)
H (3.16, -2.00, -4.31)
H (2.16, -2.90, -5.19)
C (-4.40, -1.87, 6.91)
O (-4.17, -1.21, 5.67)
C (-4.17, -2.08, 4.54)
C (-5.57, -2.40, 3.98)
C (-6.33, -3.43, 4.81)
N (-6.39, -1.19, 3.85)
H (-3.95, -2.86, 6.94)
H (-5.47, -1.92, 7.11)
H (-3.94, -1.26, 7.70)
H (-3.61, -1.54, 3.76)
H (-3.60, -2.99, 4.75)
H (-5.44, -2.83, 2.98)
H (-6.72, -3.02, 5.74)
H (-7.20, -3.81, 4.25)
H (-5.70, -4.29, 5.04)
H (-5.92, -0.54, 3.23)
H (-6.37, -0.71, 4.76)
C (9.22, 1.12, -0.84)
O (8.86, -0.25, -0.95)
C (7.59, -0.58, -0.38)
C (6.38, -0.30, -1.31)
C (6.00, 1.18, -1.38)
N (6.62, -0.80, -2.67)
H (8.87, 1.56, 0.10)
H (8.84, 1.68, -1.69)
H (10.31, 1.18, -0.86)
H (7.62, -1.66, -0.19)
H (7.46, -0.10, 0.60)
H (5.52, -0.83, -0.89)
H (6.70, 1.76, -1.99)
H (5.01, 1.30, -1.84)
H (5.96, 1.63, -0.38)
H (6.78, -1.81, -2.62)
H (7.52, -0.42, -2.98)



Here is C46H40BrClKN4O6Sb as an isolated structure from the Open Molecules 2025 dataset. Energies are from ωB97M-V/def2-TZVPD.

Properties
net charge	-2
molecular weight	1021.1	u
multiplicity	1
strongest force on any atom	0.75	eV Å⁻¹
energy relative to the best compared isomer or geometry (same formula, charge and spin)	20.4	kcal/mol

Element x y z (Å)
K (2.04, -1.29, 0.08)
O (-0.32, -6.02, 1.58)
C (-1.41, -6.26, 2.21)
C (-1.65, -7.46, 2.94)
C (-2.86, -7.67, 3.60)
C (-3.89, -6.73, 3.56)
C (-3.67, -5.55, 2.85)
C (-2.48, -5.31, 2.20)
C (-2.23, -4.04, 1.43)
O (-1.68, -4.30, 0.15)
N (-1.33, -3.18, 2.21)
N (-1.31, -1.86, 2.22)
C (-2.24, -1.13, 1.72)
C (-2.22, 0.31, 1.92)
Br (-0.95, 0.97, 3.18)
C (-3.05, 1.20, 1.38)
C (-4.06, 0.92, 0.33)
C (-5.27, 1.61, 0.33)
C (-6.22, 1.39, -0.65)
C (-5.97, 0.48, -1.67)
C (-4.76, -0.20, -1.70)
C (-3.81, 0.03, -0.71)
H (-0.99, -4.97, 0.37)
H (-0.86, -8.20, 2.97)
H (-3.00, -8.60, 4.15)
H (-4.82, -6.91, 4.08)
H (-4.46, -4.80, 2.80)
H (-3.16, -3.51, 1.29)
H (-0.45, -3.62, 2.45)
H (-3.09, -1.52, 1.16)
H (-3.01, 2.23, 1.73)
H (-5.47, 2.33, 1.13)
H (-7.16, 1.93, -0.62)
H (-6.71, 0.31, -2.44)
H (-4.53, -0.89, -2.50)
H (-2.86, -0.48, -0.77)
O (4.62, 0.07, 3.36)
Cl (3.97, -0.37, 2.16)
O (4.39, -1.70, 1.79)
O (2.52, -0.39, 2.35)
O (4.24, 0.55, 1.06)
C (-0.51, 0.03, -2.54)
N (0.73, -0.67, -2.21)
C (1.27, -1.36, -3.16)
C (2.44, -2.17, -3.08)
C (3.01, -2.87, -4.16)
C (4.11, -3.54, -3.65)
C (4.15, -3.22, -2.28)
N (3.15, -2.40, -1.92)
C (-1.63, -0.88, -3.01)
C (-1.90, -2.08, -2.33)
C (-2.91, -2.93, -2.76)
C (-3.67, -2.59, -3.87)
C (-3.42, -1.41, -4.55)
C (-2.40, -0.56, -4.12)
H (-0.34, 0.80, -3.30)
H (-0.84, 0.55, -1.64)
H (0.80, -1.35, -4.16)
H (2.64, -2.87, -5.18)
H (4.80, -4.18, -4.18)
H (4.86, -3.56, -1.54)
H (-1.30, -2.37, -1.48)
H (-3.07, -3.85, -2.21)
H (-4.46, -3.26, -4.21)
H (-4.01, -1.15, -5.43)
H (-2.20, 0.35, -4.67)
C (-0.36, 6.94, 0.27)
C (0.48, 6.77, 1.36)
C (1.12, 5.55, 1.57)
C (0.92, 4.49, 0.69)
C (0.06, 4.67, -0.39)
C (-0.57, 5.89, -0.61)
Sb (1.85, 2.53, 0.91)
C (3.05, 3.10, 2.58)
C (4.41, 3.38, 2.52)
C (5.11, 3.72, 3.68)
C (4.45, 3.78, 4.90)
C (3.10, 3.48, 4.97)
C (2.40, 3.14, 3.81)
C (3.14, 2.91, -0.76)
C (3.00, 2.06, -1.86)
C (3.77, 2.24, -3.00)
C (4.70, 3.27, -3.06)
C (4.85, 4.12, -1.97)
C (4.07, 3.94, -0.83)
H (-0.86, 7.89, 0.11)
H (0.65, 7.59, 2.05)
H (1.78, 5.44, 2.42)
H (-0.11, 3.86, -1.09)
H (-1.23, 6.01, -1.45)
H (4.95, 3.29, 1.59)
H (6.17, 3.92, 3.62)
H (5.00, 4.03, 5.80)
H (2.58, 3.50, 5.92)
H (1.35, 2.89, 3.88)
H (2.30, 1.22, -1.83)
H (3.66, 1.55, -3.83)
H (5.31, 3.40, -3.94)
H (5.57, 4.93, -2.01)
H (4.19, 4.63, 0.00)



Here is a 2-piece molecular cluster, F2HNS overall from the Open Molecules 2025 dataset. Energies are from ωB97M-V/def2-TZVPD.

Properties
molecular weight	85.1	u
multiplicity	1
strongest force on any atom	1.39	eV Å⁻¹
energy relative to the best compared isomer or geometry (same formula, charge and spin)	103.5	kcal/mol

Element x y z (Å)
N (2.26, 0.02, -0.74)
F (-1.90, 1.24, 0.08)
F (-2.01, -1.02, -0.05)
S (-0.99, 0.02, 0.51)
H (2.64, -0.27, 0.19)



Here is a 5-piece molecular cluster, C6H24N2O4 overall from the Open Molecules 2025 dataset. Energies are from ωB97M-V/def2-TZVPD.

Properties
net charge	+1
molecular weight	188.3	u
multiplicity	2
strongest force on any atom	4.31	eV Å⁻¹
energy relative to the best compared isomer or geometry (same formula, charge and spin)	28.1	kcal/mol

Element x y z (Å)
C (-0.16, 0.35, 0.32)
N (0.13, 0.79, 1.75)
C (-1.04, 0.77, 2.55)
C (-1.92, -0.57, 2.56)
C (1.13, 0.04, -0.42)
N (0.94, -0.35, -1.75)
C (3.43, 0.93, 0.06)
C (2.11, 1.32, -0.35)
H (-0.79, 1.25, -0.07)
H (-0.79, -0.57, 0.27)
H (1.02, 0.33, 2.19)
H (-0.90, 1.27, 3.59)
H (-1.77, 1.54, 2.22)
H (-1.53, -1.40, 3.08)
H (-2.96, -0.31, 2.95)
H (-2.13, -0.97, 1.58)
H (1.75, -0.73, 0.18)
H (-0.01, -0.24, -2.04)
H (1.59, -0.01, -2.48)
H (3.89, 1.75, 0.54)
H (3.46, 0.17, 0.96)
H (3.98, 0.56, -0.89)
H (2.17, 1.72, -1.35)
H (1.76, 2.26, 0.29)
H (-1.76, 2.86, -3.04)
H (-0.96, 1.48, -2.87)
O (-1.38, 2.19, -2.48)
H (-1.47, -2.66, -2.98)
H (-0.02, -2.17, -2.87)
O (-0.75, -2.29, -3.41)
H (-3.36, -0.91, -1.82)
H (-2.75, -0.11, -0.56)
O (-2.95, -0.99, -0.88)
H (0.44, -1.87, 2.21)
H (0.55, -3.01, 1.13)
O (1.06, -2.46, 1.85)



Here is C12H12N2O3S in the gas phase from the Open Molecules 2025 dataset. Energies are from ωB97M-V/def2-TZVPD.

Properties
molecular weight	264.3	u
multiplicity	1
strongest force on any atom	3.40	eV Å⁻¹
energy relative to the best compared isomer or geometry (same formula, charge and spin)	94.3	kcal/mol

Element x y z (Å)
O (1.64, 2.94, -0.55)
O (-0.90, 0.65, 3.75)
O (1.83, 3.03, -2.79)
S (-0.88, 0.33, -2.15)
C (1.74, 2.35, -1.64)
C (-1.55, -3.25, 0.60)
C (-1.30, -3.14, 1.95)
C (-0.82, 1.54, 0.36)
C (-1.48, -2.18, -0.20)
C (-1.00, 0.33, -0.36)
C (-1.26, -1.91, 2.61)
C (-0.91, 1.58, 1.73)
C (-1.21, -0.87, 0.43)
C (-1.18, -0.70, 1.87)
N (2.08, 0.21, -0.33)
N (-1.04, 0.50, 2.52)
C (0.98, 0.10, -2.52)
C (2.10, 0.78, -1.69)
H (1.85, 3.99, -2.63)
H (-1.96, -4.08, 0.17)
H (-1.25, -4.01, 2.57)
H (-0.74, 2.39, -0.30)
H (-1.71, -2.41, -1.21)
H (-1.29, -1.90, 3.76)
H (-0.75, 2.53, 2.22)
H (1.13, 0.10, -0.11)
H (2.48, 0.89, 0.33)
H (1.17, -0.97, -2.68)
H (1.16, 0.60, -3.48)
H (3.05, 0.57, -2.25)



Here is a 3-piece molecular cluster, C31H58BClF2IN6O4 overall from the Open Molecules 2025 dataset. Energies are from ωB97M-V/def2-TZVPD.

Properties
net charge	+1
E_tot	-76948.7481	eV
molecular weight	790.0	u
multiplicity	1
strongest force on any atom	0.96	eV Å⁻¹

Element x y z (Å)
C (2.44, -5.17, 2.83)
C (1.09, -5.32, 2.15)
Cl (-0.25, -4.90, 3.27)
C (0.91, -4.59, 0.82)
N (1.43, -3.22, 0.76)
C (0.50, -2.17, 1.23)
C (-0.26, -1.59, 0.04)
C (-1.45, -0.74, 0.50)
C (-1.74, 0.33, -0.50)
O (-1.62, 1.49, -0.29)
O (-2.14, -0.16, -1.69)
C (2.60, -2.90, 0.29)
N (2.97, -1.60, 0.23)
C (4.21, -1.25, -0.46)
F (4.01, 0.03, -0.93)
C (5.39, -1.16, 0.53)
B (6.12, 0.26, 0.47)
O (5.53, 1.25, 1.19)
O (7.31, 0.43, -0.20)
C (4.38, -2.14, -1.75)
F (3.69, -1.49, -2.74)
I (6.42, -2.16, -2.42)
C (3.70, -3.53, -1.64)
C (4.34, -4.69, -2.40)
C (4.32, -4.57, -3.91)
C (5.35, -5.19, -4.62)
C (5.38, -5.17, -6.01)
C (4.37, -4.53, -6.72)
C (3.35, -3.90, -6.02)
C (3.31, -3.92, -4.62)
N (3.40, -3.93, -0.25)
N (4.56, -4.14, 0.56)
H (3.13, -5.86, 2.34)
H (2.83, -4.16, 2.81)
H (2.35, -5.52, 3.85)
H (0.96, -6.37, 1.93)
H (-0.16, -4.49, 0.67)
H (1.27, -5.19, 0.00)
H (1.02, -1.41, 1.80)
H (-0.21, -2.64, 1.88)
H (0.39, -1.06, -0.65)
H (-0.66, -2.43, -0.52)
H (-1.29, -0.30, 1.48)
H (-2.34, -1.36, 0.58)
H (-1.83, 0.44, -2.37)
H (2.88, -1.13, 1.12)
H (4.97, -1.21, 1.54)
H (6.08, -1.99, 0.47)
H (5.83, 2.13, 0.97)
H (7.29, 1.17, -0.82)
H (2.71, -3.39, -2.09)
H (3.72, -5.56, -2.16)
H (5.33, -4.92, -2.04)
H (6.15, -5.70, -4.09)
H (6.17, -5.66, -6.56)
H (4.36, -4.51, -7.80)
H (2.55, -3.41, -6.55)
H (2.48, -3.44, -4.14)
H (4.60, -5.14, 0.74)
H (5.41, -3.90, 0.05)
C (-4.39, 7.82, -2.70)
C (-3.29, 7.03, -2.00)
N (-3.81, 6.06, -1.06)
C (-2.79, 5.53, -0.16)
C (-1.65, 4.71, -0.77)
C (-4.74, 5.09, -1.60)
C (-4.28, 4.22, -2.78)
H (-5.07, 8.27, -1.98)
H (-3.95, 8.62, -3.30)
H (-4.97, 7.19, -3.38)
H (-2.67, 7.74, -1.44)
H (-2.64, 6.58, -2.76)
H (-3.29, 4.93, 0.60)
H (-2.36, 6.37, 0.38)
H (-1.98, 3.73, -1.09)
H (-0.88, 4.55, -0.02)
H (-1.19, 5.22, -1.62)
H (-5.64, 5.63, -1.90)
H (-5.07, 4.44, -0.78)
H (-3.80, 4.81, -3.56)
H (-5.15, 3.73, -3.22)
H (-3.59, 3.44, -2.46)
C (-4.15, 1.89, 1.50)
C (-4.91, 1.92, 2.81)
N (-4.29, 1.11, 3.84)
C (-5.15, 0.88, 4.99)
C (-5.57, 2.09, 5.84)
C (-2.91, 1.43, 4.13)
C (-2.56, 2.86, 4.55)
H (-3.99, 0.85, 1.18)
H (-4.71, 2.40, 0.72)
H (-3.18, 2.38, 1.58)
H (-5.92, 1.53, 2.63)
H (-5.04, 2.97, 3.12)
H (-4.67, 0.14, 5.64)
H (-6.06, 0.39, 4.63)
H (-4.75, 2.46, 6.45)
H (-6.36, 1.79, 6.53)
H (-5.95, 2.90, 5.23)
H (-2.31, 1.19, 3.24)
H (-2.56, 0.73, 4.90)
H (-3.03, 3.60, 3.90)
H (-1.48, 3.01, 4.50)
H (-2.86, 3.08, 5.57)